No. 1
A structure of composition C29H68BClIN4O11S2 in a non-equilibrium geometry, computed with ωB97M-V/def2-TZVPD.

Geometry (Å):
C 0.52 3.52 3.40
C 0.22 2.49 4.51
C 1.05 1.23 4.26
O 1.15 0.98 2.88
C 1.92 -0.17 2.62
C 2.01 -0.44 1.12
S 3.37 -1.71 1.09
C 5.00 -1.04 1.47
O 3.46 -2.41 -0.16
O 3.12 -2.64 2.16
C 0.82 -1.22 0.53
N 0.16 -2.08 1.53
C -0.35 -0.47 -0.18
O -0.69 -1.14 -1.37
C -1.30 -2.42 -1.32
C -0.35 -3.54 -1.78
B -1.59 -0.30 0.87
O -1.41 0.20 2.15
O -2.84 -0.70 0.52
C 0.02 0.98 -0.71
I -1.73 2.31 -0.45
N 0.23 0.97 -2.14
C -0.61 1.50 -2.83
S -1.62 1.42 -4.00
N 1.10 1.66 0.09
N 1.33 2.99 -0.28
C 2.39 0.86 0.33
C 3.27 1.80 1.21
C 4.31 2.68 0.51
C 5.06 3.46 1.60
C 3.11 0.45 -0.97
C 3.22 1.44 -2.16
C 4.61 1.35 -2.81
Cl 4.65 0.16 -4.13
H 1.56 3.50 3.10
H -0.07 3.22 2.54
H 0.26 4.52 3.75
H 0.50 2.88 5.48
H -0.82 2.20 4.47
H 0.55 0.39 4.76
H 2.04 1.35 4.73
H 1.53 -1.02 3.18
H 2.92 -0.05 3.04
H 5.70 -1.82 1.18
H 5.06 -0.96 2.55
H 5.23 -0.09 1.01
H 1.20 -1.92 -0.22
H 0.85 -2.56 2.11
H -0.34 -2.82 1.07
H -2.11 -2.43 -2.05
H -1.76 -2.75 -0.39
H 0.37 -3.75 -0.99
H -0.93 -4.44 -1.96
H 0.18 -3.22 -2.67
H -1.92 1.01 2.30
H -3.47 -0.42 1.21
H 0.69 1.73 1.04
H 1.13 3.19 -1.26
H 0.97 3.67 0.38
H 3.86 1.23 1.92
H 2.64 2.43 1.84
H 5.03 2.05 -0.02
H 3.86 3.42 -0.13
H 4.31 3.92 2.25
H 5.59 4.28 1.12
H 5.71 2.83 2.20
H 4.12 0.12 -0.78
H 2.59 -0.43 -1.35
H 3.10 2.49 -1.91
H 2.54 1.21 -2.97
H 5.41 1.21 -2.09
H 4.80 2.31 -3.27
C -3.97 5.77 4.11
C -2.71 5.66 3.27
O -2.75 4.49 2.45
H -4.09 4.89 4.74
H -3.94 6.65 4.75
H -4.85 5.83 3.47
H -1.83 5.57 3.91
H -2.59 6.54 2.64
H -3.53 4.57 1.88
C -5.04 -5.36 -3.35
C -3.77 -4.61 -3.01
O -2.62 -5.43 -3.21
H -5.13 -6.26 -2.75
H -5.91 -4.73 -3.19
H -5.03 -5.68 -4.39
H -3.77 -4.31 -1.96
H -3.67 -3.71 -3.63
H -2.61 -5.69 -4.14
C -9.02 -6.69 -5.64
C -7.74 -5.95 -5.30
O -6.59 -6.78 -5.52
H -9.11 -7.59 -5.03
H -9.89 -6.06 -5.47
H -9.02 -7.01 -6.69
H -7.73 -5.66 -4.26
H -7.64 -5.05 -5.92
H -6.59 -7.04 -6.45
C 9.46 1.60 -2.48
C 8.77 2.82 -3.06
O 8.10 2.51 -4.28
H 10.18 1.20 -3.19
H 9.98 1.85 -1.55
H 8.73 0.81 -2.27
H 9.50 3.60 -3.29
H 8.04 3.23 -2.35
H 7.45 1.83 -4.08
C -6.59 -1.30 3.53
C -5.78 -0.12 4.03
O -5.39 0.73 2.95
H -6.01 -1.88 2.81
H -6.88 -1.95 4.36
H -7.50 -0.96 3.02
H -4.87 -0.46 4.52
H -6.36 0.47 4.75
H -6.19 1.05 2.51

Computed properties:
**Multiplicity**: 1
**Charge**: +1
**Kohn-Sham gap**: 0.2916 Eh
**Electronic energy**: -102619.551 eV



No. 2
A structure of composition C8H17CoP2 in a non-equilibrium geometry, computed with ωB97M-V/def2-TZVPD.

Geometry (Å):
C 1.47 -1.20 -1.65
C 2.81 -0.76 -1.32
C 3.16 -1.31 -0.05
C 2.03 -1.99 0.42
C 0.86 -1.80 -0.51
Co -1.76 -0.60 -0.59
P -1.94 0.22 -2.76
H 0.95 -1.12 -2.64
H 3.47 -0.17 -1.98
H 4.07 -1.05 0.52
H 0.18 -2.68 -0.65
H 1.97 -2.54 1.36
H -3.12 -0.39 -3.39
H -1.22 0.27 -4.03
H -2.48 1.54 -2.97
C -0.06 2.35 0.88
P -0.59 0.58 0.82
C 0.09 0.01 2.45
C -2.42 0.70 1.17
H 1.01 2.39 0.96
H -0.47 2.91 1.75
H -0.38 2.86 -0.02
H -0.22 0.62 3.31
H -0.23 -1.01 2.65
H 1.18 0.02 2.40
H -2.54 1.19 2.14
H -2.96 1.30 0.41
H -2.86 -0.33 1.28

Computed properties:
**Multiplicity**: 5
**<S²>**: 6.04
**Kohn-Sham gap (alpha / beta)**: 0.1898 / 0.2224 Eh
**Electronic energy**: -64769.438 eV



No. 3
A structure of composition C35H52AsOP3Tb in a non-equilibrium geometry, computed with ωB97M-V/def2-TZVPD.

Geometry (Å):
Tb -0.29 -0.39 -0.34
P 0.58 -2.77 0.96
P 1.87 -0.26 -2.10
P -1.58 -2.28 -1.93
H -1.99 1.85 0.56
C -2.37 0.89 0.18
C -2.44 -0.29 0.91
H -2.06 -0.42 1.94
C 1.56 -2.80 2.51
C 1.66 -3.85 -0.06
C -0.73 -3.97 1.45
C 1.60 1.14 -3.24
C 3.53 0.16 -1.52
C 2.18 -1.60 -3.31
C -3.29 -2.80 -1.50
C -0.91 -3.85 -2.58
C -1.96 -1.45 -3.51
H -2.88 0.97 -0.80
H -3.09 -1.12 0.61
H 1.01 -2.32 3.33
H 2.50 -2.24 2.39
H 1.79 -3.84 2.80
H 2.57 -3.30 -0.34
H 1.15 -4.16 -0.99
H 1.92 -4.74 0.53
H -1.42 -3.48 2.16
H -0.26 -4.83 1.94
H -1.31 -4.29 0.58
H 2.43 1.25 -3.96
H 1.41 2.11 -2.74
H 0.75 0.75 -3.80
H 4.10 0.50 -2.39
H 4.01 -0.72 -1.09
H 3.47 0.99 -0.80
H 3.05 -1.31 -3.91
H 1.32 -1.75 -3.99
H 2.41 -2.52 -2.77
H -3.80 -3.15 -2.41
H -3.85 -1.96 -1.08
H -3.27 -3.61 -0.76
H -1.59 -4.24 -3.35
H -0.81 -4.59 -1.78
H 0.08 -3.67 -3.03
H -2.67 -2.05 -4.09
H -1.07 -1.25 -4.11
H -2.42 -0.48 -3.28
C -2.17 1.41 -5.24
C -1.87 2.38 -6.21
C -2.96 3.03 -6.83
C -4.29 2.75 -6.45
C -4.54 1.63 -5.65
C -3.48 0.88 -5.13
O -1.22 1.20 -4.24
H -0.63 1.99 -4.12
H -0.81 2.63 -6.39
H -2.77 3.79 -7.59
H -5.12 3.39 -6.77
H -5.58 1.36 -5.42
H -3.67 -0.06 -4.61
C 5.18 1.74 3.88
C 5.04 0.82 2.83
C 3.77 0.50 2.33
C 2.64 1.10 2.92
C 2.78 2.03 3.96
C 4.05 2.35 4.45
As 0.84 0.62 2.31
C 0.18 0.07 4.11
C -1.20 0.14 4.39
C -1.68 -0.36 5.61
C -0.79 -0.93 6.54
C 0.58 -0.98 6.25
C 1.07 -0.47 5.05
C 0.20 2.48 2.20
C -0.55 3.08 3.22
C -1.07 4.36 3.02
C -0.79 5.06 1.84
C 0.05 4.49 0.87
C 0.57 3.21 1.05
H 6.18 1.98 4.26
H 5.92 0.35 2.38
H 3.65 -0.21 1.50
H 1.90 2.51 4.41
H 4.16 3.07 5.26
H -1.87 0.61 3.68
H -2.75 -0.28 5.83
H -1.17 -1.33 7.49
H 1.29 -1.41 6.97
H 2.14 -0.47 4.85
H -0.71 2.54 4.15
H -1.69 4.80 3.81
H -1.23 6.04 1.68
H 0.30 5.05 -0.04
H 1.27 2.78 0.31

Computed properties:
**Multiplicity**: 7
**<S²>**: 12.68
**Charge**: +3
**Kohn-Sham gap (alpha / beta)**: 0.1495 / 0.1586 Eh
**Electronic energy**: -150299.180 eV



No. 4
A structure of composition C5H10O, computed with ωB97M-V/def2-TZVPD.

Geometry (Å):
C 0.38 -0.71 -1.71
C -0.34 -1.08 -0.43
C 0.43 -1.05 0.88
C -0.67 -0.07 0.66
C -0.16 1.71 1.41
O -0.69 1.46 -0.03
H -0.31 -0.28 -2.45
H 1.18 0.02 -1.53
H 0.85 -1.59 -2.16
H -1.08 -1.87 -0.55
H 0.29 -1.81 1.64
H 1.45 -0.67 0.81
H -1.61 -0.18 1.18
H -0.61 2.66 1.71
H 0.92 1.84 1.31
H -0.02 1.62 -0.72

Computed properties:
**Multiplicity**: 1
**Kohn-Sham gap**: 0.2723 Eh
**Electronic energy**: -7387.982 eV